1.
The following is a DFT calculation (the ωB97M-V functional and the def2-TZVPD basis) of a cluster of 3 separate species, C22H20N3O4S in total at a distorted geometry.

The total charge is +1. The calculation puts the LUMO energy at -5.0 eV.

CARTESIAN COORDINATES (ANGSTROEM)
O -3.00702 3.89882 -0.34087
C -2.07427 4.09999 0.29163
N -1.18670 4.09851 1.16493
C -0.73502 2.79831 1.44785
C 0.58671 2.47982 1.15662
C 1.05218 1.19525 1.42068
C 2.49710 0.80725 1.15340
O 3.20435 1.39832 0.39870
O 3.00675 -0.24218 1.87516
C 0.16088 0.24701 1.95783
C -1.15249 0.58356 2.24518
C -2.08961 -0.44287 2.85293
C -2.08116 -1.73751 1.97911
O -2.97201 -2.70338 2.49742
N -1.54094 1.86239 1.98961
N -2.89380 2.22239 2.31140
C -2.91045 2.61254 3.50343
S -2.90554 2.92702 5.00244
H 1.27441 3.21276 0.74143
H 2.45241 -1.03113 1.80767
H 0.50160 -0.76305 2.15149
H -1.74314 -0.70495 3.86060
H -3.11937 -0.07580 2.91165
H -2.28117 -1.51618 0.91868
H -1.08222 -2.18092 2.08207
H -3.85600 -2.32069 2.41582
C -2.35582 -0.66664 -3.42681
C -3.49942 -0.10941 -3.98334
C -4.22029 0.84912 -3.28262
C -3.79203 1.25723 -2.02789
C -2.64592 0.70140 -1.47298
C -1.92914 -0.26281 -2.16927
H -1.79707 -1.41540 -3.97312
H -3.82990 -0.42305 -4.96499
H -5.11467 1.27812 -3.71526
H -4.35044 2.00657 -1.48228
H -2.31009 1.02135 -0.49157
H -1.03749 -0.69941 -1.73384
C 5.79309 -3.14481 -1.50668
C 5.75364 -2.40339 -0.33352
C 4.94667 -1.27490 -0.24946
C 4.16680 -0.90386 -1.33447
C 4.20494 -1.64451 -2.50958
C 5.02221 -2.76255 -2.59725
H 6.42683 -4.02002 -1.57270
H 6.35658 -2.70192 0.51508
H 4.91819 -0.68508 0.65228
H 3.53602 -0.03134 -1.26791
H 3.59543 -1.35125 -3.35556
H 5.05642 -3.33869 -3.51314

Cartesian forces, eV/Å:
O 0.168 1.034 -0.786
C -0.586 -1.235 1.500
N -0.308 -0.295 -0.628
C 1.303 0.709 -0.663
C 0.479 -0.618 0.175
C -0.693 -0.538 0.418
C 0.770 -0.444 -0.012
O -0.577 0.598 0.391
O -0.780 0.533 -0.278
C 0.243 0.621 -0.340
C 0.395 -0.582 0.266
C -0.135 -0.016 -0.685
C 0.384 -0.153 0.540
O -0.017 0.727 -0.163
N -0.618 -0.302 0.168
N 0.615 0.536 0.394
C -0.104 -0.446 0.169
S -0.216 0.205 -0.350
H -0.362 0.017 0.042
H 0.091 -0.010 0.171
H -0.236 0.164 0.129
H -0.103 0.118 -0.178
H 0.291 0.064 0.039
H 0.056 0.064 0.254
H -0.281 -0.042 -0.319
H -0.054 -0.388 0.045
C -0.010 -0.013 -0.018
C 0.011 0.004 0.030
C 0.038 -0.033 -0.015
C -0.006 0.011 0.088
C -0.032 -0.027 -0.089
C 0.031 0.018 0.070
H -0.007 0.010 0.007
H 0.003 -0.003 0.016
H 0.015 0.001 0.004
H -0.015 -0.019 -0.025
H -0.014 -0.007 0.024
H 0.007 -0.002 -0.035
C -0.016 0.005 0.006
C 0.011 0.017 -0.004
C 0.092 -0.155 -0.079
C -0.031 -0.134 -0.183
C -0.038 -0.051 0.036
C -0.009 -0.021 0.011
H -0.006 0.013 -0.001
H 0.014 0.015 -0.022
H 0.141 -0.013 0.004
H 0.053 0.046 -0.131
H 0.033 0.010 -0.002
H 0.007 0.008 0.010

=====

2.
The following is a DFT calculation (the ωB97M-V functional and the def2-TZVPD basis) of a cluster of 10 separate species, C29H58N2O28S3 in total at a distorted geometry.

The total charge is 0. The calculation puts the LUMO energy at 0.1 eV. The relative energy (zero: lowest compared OMol25 entry of this formula, charge and spin) is 414.73 kJ/mol.

CARTESIAN COORDINATES (ANGSTROEM)
C 27.08500 8.19500 4.51600
N 27.98500 7.95900 3.33600
C 28.69700 9.26500 2.99100
C 29.04800 6.91400 3.81500
C 27.36400 7.46400 2.04000
C 26.45700 6.19600 2.21200
O 25.82600 6.13100 0.98900
H 27.59600 8.43300 5.26400
H 26.56900 7.11200 4.82000
H 26.33800 8.72800 4.03900
H 27.85000 9.86100 2.51300
H 29.30300 9.05100 2.11500
H 29.11000 9.67000 3.97800
H 29.70100 7.13100 4.72300
H 29.75400 6.83000 2.90300
H 28.57200 5.84600 3.89500
H 28.18700 7.23400 1.27200
H 26.82800 8.37700 1.51100
H 25.80800 6.30400 2.90900
H 27.25800 5.22000 2.36200
H 25.23400 6.72200 1.10600
N 26.19100 11.69800 4.05200
O 26.06600 11.52900 2.81400
O 25.11900 11.80900 4.69900
O 27.28100 11.68700 4.67200
O 24.01100 8.14200 0.04000
S 22.75100 7.74200 -0.63600
O 22.77300 6.54200 -1.47100
O 21.64600 7.39600 0.56600
C 22.13600 6.51000 1.50600
C 21.25000 6.28700 2.63500
C 22.09500 9.11600 -1.60000
H 22.95600 7.04300 1.80400
H 22.36300 5.70100 0.95800
H 21.41700 7.00700 3.43100
H 21.51100 5.49200 3.31400
H 20.43700 6.17500 2.19600
H 22.63900 9.15700 -2.41500
H 22.28100 10.20700 -1.16100
H 20.95500 8.89200 -1.99300
O 31.77800 4.31300 -0.52200
S 31.44700 5.58200 0.07100
O 30.05700 6.07900 0.28300
O 31.88000 5.60300 1.63200
C 31.92100 4.29800 2.30500
C 32.26700 4.52300 3.79100
C 32.37100 6.90200 -0.63300
H 32.43100 3.57500 1.67400
H 30.79500 4.14200 2.20800
H 31.57800 5.07300 4.30300
H 33.32100 5.07700 3.73700
H 32.58800 3.73500 4.50200
H 33.49300 6.72800 -1.12800
H 32.50000 7.64100 0.10800
H 31.75600 7.09600 -1.57300
O 29.06400 5.77900 6.76000
S 28.70400 6.58700 7.93600
O 29.28200 6.16300 9.15500
O 29.15700 8.11900 7.63400
C 30.52500 8.28900 7.65300
C 30.84900 9.80800 7.51500
C 26.88800 6.67600 8.03100
H 31.24100 7.77400 6.96100
H 30.70200 7.88800 8.62100
H 31.95500 9.99500 7.59200
H 30.26900 10.44500 8.25500
H 30.35100 10.23500 6.45800
H 26.63300 7.29700 8.81200
H 26.42600 5.61500 8.40000
H 26.55800 6.86500 6.82900
C 28.14100 -0.15500 3.54800
C 29.57500 0.25900 3.94000
O 29.65100 1.61200 3.60800
C 28.42800 2.04400 3.46400
O 28.16100 3.30200 3.35900
O 27.50000 1.06300 3.40400
H 27.70900 -0.86400 3.91700
H 27.85600 -0.80600 2.44500
H 30.42800 -0.35900 3.60500
H 29.39600 0.00300 4.94300
C 34.90400 9.62500 3.75800
C 34.51000 8.89300 2.44300
O 33.17600 8.36700 2.87400
C 32.94800 8.52900 4.16900
O 31.91900 8.27100 4.69400
O 33.90600 9.26400 4.66900
H 34.87800 10.66200 3.38200
H 35.93800 9.38700 4.17000
H 35.20300 8.14800 2.22300
H 34.58700 9.42000 1.59400
C 23.54200 4.01400 7.83800
C 22.28300 4.48400 7.01400
O 22.87500 5.05000 5.78100
C 24.22300 4.63100 5.78400
O 24.96800 4.86100 4.81900
O 24.67200 4.07800 6.86700
H 23.29900 2.94200 8.09000
H 23.79700 4.64200 8.88200
H 21.67300 5.09400 7.67600
H 21.68200 3.65000 6.57200
C 23.53200 2.86300 2.20400
C 24.67600 2.29800 3.10900
O 24.08800 1.79900 4.22100
C 22.76200 2.02900 4.12900
O 21.99400 1.85300 5.06700
O 22.41800 2.62300 2.95100
H 23.58200 2.17500 1.38300
H 23.80300 3.79700 2.00100
H 25.50400 2.89700 2.98300
H 25.12600 1.54300 2.59200
C 22.92800 8.37800 7.66000
C 21.73000 8.74000 6.93400
O 22.09100 8.66200 5.58100
C 23.33200 8.23300 5.50100
O 23.94100 7.77400 4.51200
O 23.81100 7.88700 6.71300
H 22.60600 7.53600 8.25600
H 23.47500 9.12200 8.47400
H 21.26100 9.71700 7.30300
H 20.99500 8.12800 7.25300

Cartesian forces, eV/Å:
C -4.759 -6.959 -6.566
N 2.903 -1.283 0.893
C -2.163 0.180 0.395
C 0.902 -1.814 -2.175
C -0.115 0.777 -0.885
C 8.311 -1.697 -4.079
O 5.452 -7.007 -1.751
H 4.130 3.087 6.088
H 1.299 2.624 -1.055
H -1.823 1.938 0.465
H 1.109 0.117 1.399
H 0.935 -0.059 0.586
H -0.295 -0.220 -1.977
H -1.539 0.358 -1.124
H -0.886 0.127 1.504
H 0.599 2.281 0.188
H -0.900 0.146 1.532
H 0.476 -1.814 1.545
H -4.011 0.311 5.125
H -2.765 2.647 -0.282
H -7.054 6.450 -0.014
N -1.857 -0.535 0.631
O 1.433 -0.017 0.080
O 0.517 0.161 0.299
O 0.031 -0.024 -0.948
O -2.548 -0.358 -1.534
S 1.441 -1.705 1.703
O -0.062 1.888 0.667
O -1.577 3.341 -3.602
C 1.329 1.156 1.107
C 6.343 1.017 4.615
C -4.931 1.491 3.795
H 2.934 0.308 1.446
H 1.095 -3.581 -1.353
H -0.954 1.271 -0.586
H 0.275 -1.415 -0.769
H -8.361 -0.867 -2.499
H 3.011 -0.478 -4.170
H -0.846 -2.672 -0.180
H 2.907 0.604 1.509
O -0.412 0.759 -0.014
S -2.698 0.315 3.100
O 2.568 -1.092 -2.037
O 2.396 0.227 -0.750
C -3.722 0.113 0.348
C 5.382 -0.285 -1.774
C 2.278 -1.057 -3.730
H 0.440 0.015 0.469
H 1.320 -1.161 0.622
H -1.891 1.836 1.002
H -2.219 -0.436 0.289
H -0.700 -0.529 -1.171
H -2.941 -0.419 1.727
H -0.510 1.200 0.543
H 0.576 0.556 1.511
O -0.820 1.372 1.484
S 0.071 -1.614 -3.132
O 0.147 0.045 1.520
O -3.504 -1.325 -1.369
C 3.216 1.723 0.509
C -2.031 1.138 -1.490
C -0.153 -3.328 -3.861
H -1.602 -0.113 -0.124
H 1.586 0.217 1.130
H -1.210 -0.137 -0.287
H 0.925 -0.941 -0.497
H 1.776 -1.307 2.515
H -0.753 2.159 1.080
H 1.732 2.219 -1.302
H 0.519 -0.173 3.889
C 4.412 4.152 -10.213
C -0.820 -2.933 -0.808
O 0.853 -0.532 0.460
C -2.612 7.070 -0.927
O 0.958 -6.104 0.383
O -0.055 1.457 0.878
H -4.921 -6.838 6.622
H 1.802 2.135 1.634
H -0.587 0.671 -0.329
H 1.115 0.928 2.302
C 1.478 0.301 -1.831
C -1.051 -2.131 5.217
O 1.329 -0.581 -3.179
C -0.735 1.442 -1.519
O -0.262 -0.881 0.737
O 1.455 1.144 2.300
H -0.179 0.162 1.493
H -1.466 0.189 -0.555
H 0.702 -2.312 0.135
H -1.249 2.682 -2.858
C -0.290 -0.187 1.374
C 1.125 -1.197 -0.932
O 1.600 -0.682 1.946
C 1.035 2.708 -4.752
O -2.335 -0.772 2.358
O -2.011 -0.604 2.757
H 0.983 1.058 0.001
H -0.583 -1.539 -3.144
H -0.061 0.780 -0.743
H 0.471 0.382 1.065
C 2.535 -4.777 0.765
C -0.844 0.358 -3.622
O -1.184 0.243 1.990
C -1.646 0.870 2.265
O 1.347 -0.016 -2.139
O -1.772 -0.477 2.089
H -0.627 0.351 -1.119
H -0.051 4.206 -1.022
H 1.709 2.612 2.248
H 0.591 -3.103 -1.402
C 2.526 0.320 4.855
C -0.648 4.727 0.476
O -0.751 1.005 -0.775
C 2.981 -4.576 -3.458
O -2.314 2.652 2.349
O 0.759 0.932 -0.193
H 0.477 -0.395 0.697
H -1.444 -1.350 -2.527
H 1.130 -0.532 -1.315
H -2.626 -2.769 -0.252